[1]
This record from the OMol25 dataset describes a 7-piece molecular cluster, C23H44N2O15 overall at a distorted geometry. The level of theory is ωB97M-V/def2-TZVPD.

HOMO: -10.0 eV
energy above the lowest of the compared OMol25 structures with the same formula, charge and spin: 8.890 eV
LUMO: 0.0161 Eh
calculated total energy: -2140.54245 hartree

Last column: Mulliken charge in e.
Cartesian coordinates (Å):
C  1.260  1.230  2.767  1.02
O  1.204  1.972  3.940  -0.38
C  1.720  3.289  3.982  0.66
O  2.147  3.863  2.790  -0.55
O  1.605  4.092  5.052  -0.34
C  2.262  5.386  5.179  -0.60
H  1.093  0.214  2.967  0.43
H  2.186  1.372  2.334  -0.67
H  0.434  1.580  2.132  -0.39
H  1.904  6.106  4.501  0.29
H  3.335  5.263  5.097  0.27
H  1.941  5.624  6.169  0.26
C  -0.298  -4.002  -5.055  -0.79
O  0.757  -3.290  -4.402  -0.26
C  1.470  -3.861  -3.564  0.82
O  1.176  -5.179  -3.155  -0.67
O  2.533  -3.076  -3.177  -0.19
C  3.507  -3.777  -2.441  -0.64
H  -0.594  -3.710  -6.063  0.28
H  -1.041  -4.027  -4.314  0.24
H  -0.064  -5.001  -5.176  0.40
H  3.098  -4.346  -1.607  0.33
H  4.194  -3.020  -2.049  0.15
H  4.058  -4.509  -3.068  0.31
C  0.883  3.355  -0.099  -0.34
O  0.675  2.747  -1.379  -0.39
C  0.421  1.431  -1.327  0.36
O  -0.153  0.646  -0.227  -0.08
O  0.613  0.839  -2.514  -0.48
C  0.680  -0.586  -2.450  0.54
H  0.027  3.268  0.498  0.04
H  1.054  4.417  -0.131  0.38
H  1.796  2.885  0.355  0.17
H  1.661  -0.895  -2.003  -0.10
H  0.674  -1.039  -3.543  0.12
H  -0.062  -1.096  -1.880  -0.21
C  -2.101  0.902  -4.003  -0.88
O  -2.418  1.259  -2.615  -0.01
C  -3.694  1.285  -2.136  0.50
O  -4.793  1.475  -3.001  -0.69
O  -3.921  1.155  -0.839  0.00
C  -5.307  1.298  -0.414  -1.04
H  -1.107  1.060  -4.419  0.31
H  -2.729  1.473  -4.676  0.39
H  -2.327  -0.128  -4.182  0.31
H  -5.784  2.063  -0.972  0.44
H  -5.376  1.545  0.648  0.30
H  -5.845  0.419  -0.451  0.39
C  4.122  -0.558  0.004  -0.65
O  4.357  0.746  0.472  -0.27
C  4.635  0.878  1.656  0.73
O  4.929  -0.111  2.564  -0.68
O  4.685  2.214  2.045  -0.25
C  5.160  2.502  3.369  -0.80
H  3.637  -0.501  -0.925  0.09
H  3.575  -1.056  0.767  0.44
H  5.114  -1.047  -0.182  0.34
H  6.114  1.901  3.635  0.29
H  4.516  2.308  4.118  0.34
H  5.383  3.541  3.443  0.30
C  -2.461  -2.127  -1.749  -0.04
C  -1.931  -3.378  -1.048  -1.03
C  -1.103  -3.228  0.264  0.23
C  0.276  -2.934  -0.050  -0.06
N  1.371  -2.705  -0.365  -0.31
H  -3.533  -2.291  -1.891  0.63
H  -2.038  -2.062  -2.791  -0.19
H  -2.317  -1.234  -1.168  -0.35
H  -1.494  -4.090  -1.701  0.44
H  -2.657  -4.058  -0.726  0.48
H  -1.191  -4.184  0.778  0.58
H  -1.447  -2.282  0.901  -0.39
C  -4.345  -1.210  2.308  -1.09
C  -3.639  0.084  2.802  -0.67
C  -2.501  0.669  1.899  1.88
C  -2.338  2.098  2.096  -0.22
N  -2.238  3.228  2.145  -0.68
H  -3.709  -2.056  2.417  0.34
H  -4.541  -1.218  1.168  0.12
H  -5.295  -1.474  2.837  0.36
H  -3.316  -0.006  3.835  0.48
H  -4.466  0.776  2.879  0.36
H  -2.572  0.570  0.814  -0.84
H  -1.493  0.325  2.305  0.10

---

[2]
This record from the OMol25 dataset describes C23H43N8OPPtS4 as an isolated structure at a distorted geometry. The level of theory is ωB97M-V/def2-TZVPD.

HOMO (spin up / spin down): -6.5 / -6.5 eV
energy above the lowest of the compared OMol25 structures with the same formula, charge and spin: 2.334 eV
LUMO (spin up / spin down): -0.0954 / -0.0954 Eh
calculated total energy: -3468.85572 hartree

Last column: Mulliken charge in e.
Cartesian coordinates (Å):
Pt  -0.011  0.693  0.010  0.80
S  -1.069  -2.816  3.744  -0.15
C  -1.256  -1.875  2.373  0.17
S  -2.033  -2.815  1.206  -0.23
S  -0.735  -0.281  2.310  -0.21
N  -2.681  4.684  0.354  -0.39
C  -2.202  3.432  0.162  0.29
O  -2.241  2.617  1.064  -0.53
C  -1.667  3.133  -1.233  -0.49
C  -0.313  2.407  -1.288  -1.56
H  -2.992  4.937  1.276  0.26
H  -2.616  5.399  -0.347  0.19
H  -1.581  4.087  -1.762  0.64
H  -2.429  2.543  -1.750  0.11
H  0.473  3.111  -1.014  0.75
H  -0.130  2.045  -2.299  0.45
N  1.878  0.751  0.502  -0.32
P  3.231  0.134  0.042  -0.45
N  3.265  -1.494  -0.423  0.02
C  2.842  -1.738  -1.817  0.48
C  2.704  -3.234  -2.070  -1.13
C  1.547  -3.821  -1.248  -0.94
C  1.342  -3.003  0.030  0.41
C  2.662  -2.447  0.532  -0.48
N  3.859  0.929  -1.286  1.38
C  3.313  2.215  -1.695  -0.36
C  3.277  2.304  -3.218  -0.54
C  4.692  2.113  -3.762  -0.95
C  5.256  0.774  -3.287  -0.60
C  5.211  0.682  -1.761  -1.08
N  4.509  0.225  1.153  0.17
C  4.789  1.608  1.579  -0.77
C  3.850  2.086  2.689  -0.31
C  3.929  1.137  3.886  -1.07
C  3.669  -0.303  3.436  0.07
C  4.628  -0.671  2.302  -0.96
H  3.602  -1.327  -2.476  -0.33
H  1.886  -1.241  -2.043  0.04
H  3.648  -3.719  -1.810  0.32
H  2.537  -3.398  -3.136  0.45
H  1.765  -4.860  -0.991  0.32
H  0.624  -3.813  -1.831  0.33
H  0.893  -3.617  0.808  0.58
H  0.671  -2.163  -0.162  -0.66
H  3.365  -3.273  0.702  0.19
H  2.493  -1.946  1.486  0.22
H  3.937  3.041  -1.315  0.40
H  2.316  2.302  -1.267  -0.50
H  2.875  3.275  -3.520  0.42
H  2.615  1.523  -3.604  0.16
H  5.327  2.926  -3.394  0.34
H  4.697  2.155  -4.854  0.42
H  6.286  0.647  -3.631  0.40
H  4.659  -0.031  -3.721  0.21
H  5.910  1.421  -1.339  0.42
H  5.524  -0.304  -1.416  0.45
H  4.717  2.270  0.714  0.17
H  5.825  1.638  1.937  0.45
H  2.834  2.085  2.294  0.08
H  4.111  3.106  2.984  0.42
H  3.198  1.428  4.643  0.46
H  4.925  1.202  4.339  0.35
H  2.639  -0.388  3.078  -0.06
H  3.803  -0.995  4.271  0.48
H  4.496  -1.699  1.969  0.31
H  5.659  -0.582  2.668  0.52
C  -1.577  0.693  -5.279  -0.89
C  -2.270  -0.527  -4.662  -0.47
C  -2.371  -0.386  -3.179  0.18
N  -1.377  -0.334  -2.380  -0.55
N  -1.709  -0.170  -1.068  0.55
C  -3.011  -0.081  -0.864  -0.24
N  -3.590  0.205  0.301  -0.12
S  -3.918  -0.216  -2.356  -0.22
H  -1.540  0.599  -6.364  0.38
H  -0.561  0.782  -4.896  0.12
H  -2.119  1.608  -5.035  0.30
H  -1.697  -1.428  -4.887  0.25
H  -3.268  -0.639  -5.085  0.37
H  -2.968  0.384  1.080  0.06
H  -4.541  -0.057  0.483  0.23

---

[3]
This record from the OMol25 dataset describes an isolated ion of composition C2H3O2 and charge +1 at a distorted geometry. The level of theory is ωB97M-V/def2-TZVPD.

HOMO: -18.2 eV
energy above the lowest of the compared OMol25 structures with the same formula, charge and spin: 0.934 eV
net charge: +1
LUMO: -0.2735 Eh
calculated total energy: -228.10189 hartree

Last column: Mulliken charge in e.
Cartesian coordinates (Å):
C  0.731  0.797  0.471  0.13
C  -0.716  -1.057  -0.460  0.32
O  0.467  -0.078  -0.378  -0.10
O  -0.812  -1.630  -1.457  -0.16
H  1.477  1.531  0.183  0.29
H  0.095  1.102  1.251  0.26
H  -1.243  -0.665  0.391  0.26

---

[4]
This record from the OMol25 dataset describes an isolated ion of composition C4H12N3 and charge +1 at a distorted geometry. The level of theory is ωB97M-V/def2-TZVPD.

HOMO (spin up / spin down): -13.0 / -14.9 eV
energy above the lowest of the compared OMol25 structures with the same formula, charge and spin: 2.153 eV
net charge: +1
LUMO (spin up / spin down): -0.1032 / -0.3073 Eh
⟨S²⟩: 2.007
multiplicity: 3
calculated total energy: -323.41146 hartree

Last column: Mulliken charge in e.
Cartesian coordinates (Å):
C  -1.615  -0.937  1.052  -1.18
C  -1.102  -0.225  -1.403  -1.34
C  2.928  0.010  0.028  -0.79
C  -0.739  0.007  0.160  1.20
N  1.572  0.338  -0.060  0.04
N  0.575  -0.499  -0.093  -0.12
N  -0.649  1.368  0.411  -0.66
H  -1.841  -0.308  1.895  0.36
H  -2.612  -1.184  0.556  0.25
H  -1.028  -1.795  1.415  0.36
H  -2.248  -0.376  -1.428  0.38
H  -0.657  -1.235  -1.589  0.36
H  -0.720  0.610  -2.059  0.39
H  3.025  -1.140  -0.150  0.31
H  3.309  0.098  1.037  0.34
H  3.359  0.494  -0.925  0.32
H  -0.457  1.638  1.384  0.25
H  1.273  1.284  0.072  0.29
H  -1.387  1.814  -0.102  0.24